The following is a quantum chemistry calculation of the molecule C16H19N5O at a distorted geometry, from the Open Molecules 2025 dataset.

The energy relative to the best compared isomer or geometry (same formula, charge and spin) comes out at 192.7 kJ/mol. For the HOMO energy, the calculation gives -8.55 eV. As for the total energy: -970.09192 a.u. Its LUMO energy is 0.63 eV.

```
41
C16H19N5O, DFT wB97M-V/def2-TZVPD
O 0.486 -2.820 0.050
N -2.343 1.915 0.443
N -3.502 0.559 -0.852
N 1.758 -2.379 0.224
N 0.503 -0.727 -0.578
N -2.458 -1.833 0.499
C -0.002 2.384 0.976
C 1.745 -1.128 -0.161
C -2.345 -0.515 1.093
C 4.079 -0.656 0.474
C -3.835 -2.236 0.274
C -0.222 -1.792 -0.429
C -2.886 2.677 -0.557
C -2.741 0.635 0.213
C -1.668 -1.963 -0.721
C 3.943 1.814 -0.787
C 5.111 1.417 -0.155
C 2.903 -0.257 -0.157
C -1.450 2.400 1.463
C -3.598 1.823 -1.342
C 2.840 0.982 -0.791
C 5.177 0.182 0.472
H 1.927 1.270 -1.289
H 0.669 2.678 1.778
H 4.111 -1.621 0.955
H -4.336 -1.611 -0.472
H -1.559 1.775 2.353
H -2.966 -0.513 1.997
H 3.895 2.773 -1.281
H 6.090 -0.125 0.961
H 0.269 1.389 0.632
H -1.963 -1.230 -1.486
H -3.844 -3.275 -0.054
H -1.304 -0.379 1.405
H -2.728 3.734 -0.611
H -4.174 2.026 -2.223
H 0.122 3.076 0.146
H -4.372 -2.168 1.218
H 5.971 2.070 -0.153
H -1.817 -2.976 -1.104
H -1.749 3.420 1.723
```